23
Properties=species:S:1:pos:R:3:nbo_charge:R:1 method="wB97M-V/def2-TZVPD" e_lumo_ev=-4.517 total_charge=+1 smiles="CC(C)[N@@H+]1N=C[C@](N)(C#N)N1" de_lowest_kj_mol=275.5 homo_lumo_gap_ev=10.09
C 1.27 -0.48 -2.21 0.206
C 1.32 1.47 -0.66 0.141
C 1.74 0.07 -0.93 0.083
C -2.12 1.02 1.20 -0.635
C -1.87 -1.32 0.51 -0.664
C -1.35 0.04 0.39 -0.044
N 0.80 -1.11 -3.07 -0.196
N 0.45 1.63 0.35 -0.168
N 1.07 -0.68 0.22 -0.455
N 3.16 -0.05 -1.01 -0.785
N 0.13 0.22 0.78 -0.108
H 1.63 2.35 -1.24 0.277
H -2.75 1.66 0.70 0.252
H -2.84 0.48 1.75 0.231
H -1.53 1.54 1.88 0.228
H -1.76 -1.73 1.49 0.229
H -1.42 -2.08 -0.09 0.229
H -2.92 -1.47 0.37 0.276
H -1.47 0.40 -0.65 0.240
H 0.81 -1.57 -0.11 0.415
H 3.55 -0.84 -1.30 0.395
H 3.72 0.32 -0.17 0.399
H 0.38 0.13 1.81 0.455

20
Properties=species:S:1:pos:R:3:nbo_charge:R:1 method="wB97M-V/def2-TZVPD" e_lumo_ev=0.967 smiles=CN1CC[C@]1(C)CF de_lowest_kj_mol=419.0 homo_lumo_gap_ev=9.23
C 0.11 1.94 0.46 -0.415
C 0.42 -0.24 1.85 -0.220
C -0.17 -1.32 0.71 -0.385
C 0.07 -0.27 -0.45 0.047
C -1.32 0.07 -1.10 -0.675
C 1.07 -0.85 -1.39 0.049
H 0.40 2.54 1.37 0.205
H 0.67 2.64 -0.22 0.200
H -0.95 1.90 0.31 0.170
H 1.48 -0.56 2.26 0.206
H -0.32 -0.04 2.63 0.194
H -1.39 -1.43 0.90 0.185
H 0.35 -2.25 0.46 0.215
H -1.54 1.23 -1.36 0.232
H -1.86 -0.35 -0.12 0.231
H -1.51 -0.61 -2.09 0.233
H 0.61 -1.78 -1.87 0.162
H 1.12 0.03 -2.16 0.165
N 0.59 0.67 0.60 -0.456
F 2.16 -1.31 -0.77 -0.344

65
Properties=species:S:1:pos:R:3:nbo_charge:R:1 method="wB97M-V/def2-TZVPD" spin_multiplicity=5 e_lumo_ev=2.149 total_charge=-1 s_squared=6.004 de_lowest_kj_mol=152.3 homo_lumo_gap_ev=7.32
Pm -0.63 1.19 0.11 1.656
O 0.83 2.68 1.61 -0.726
C 0.43 3.23 2.86 -0.084
C -1.10 3.27 2.97 -0.232
N -1.68 2.06 2.40 -0.463
C -3.06 2.27 1.94 -0.326
C -3.02 2.43 0.40 0.770
O -3.99 2.07 -0.28 -0.695
O -1.94 2.93 -0.05 -0.744
C -1.55 0.87 3.24 -0.368
C -1.74 -0.43 2.38 0.830
O -1.66 -1.50 3.00 -0.721
O -2.00 -0.27 1.15 -0.777
H 1.31 1.85 1.79 0.537
H 0.82 4.26 2.91 0.169
H 0.86 2.65 3.68 0.208
H -1.46 4.10 2.36 0.207
H -1.40 3.42 4.02 0.176
H -3.50 3.17 2.38 0.198
H -3.70 1.42 2.17 0.229
H -2.29 0.83 4.05 0.188
H -0.55 0.83 3.68 0.246
N -2.18 0.50 -1.85 -0.860
C -1.70 0.78 -3.22 -0.146
C -1.77 -0.49 -4.12 -0.411
C -0.96 -1.77 -3.75 -0.434
C 0.17 -2.03 -4.79 -0.214
N 1.32 -1.15 -4.73 -0.592
C 2.22 -1.18 -3.75 0.702
N 2.96 -0.09 -3.53 -0.773
N 2.55 -2.34 -3.17 -0.772
C -0.29 1.48 -3.13 0.808
O 0.36 1.56 -4.19 -0.803
O 0.05 1.93 -2.01 -0.703
H -2.49 -0.46 -1.76 0.380
H -2.96 1.11 -1.59 0.432
H -2.35 1.53 -3.70 0.209
H -1.47 -0.20 -5.13 0.207
H -2.83 -0.74 -4.14 0.207
H -1.62 -2.64 -3.77 0.210
H -0.55 -1.69 -2.75 0.249
H -0.24 -1.89 -5.79 0.210
H 0.51 -3.06 -4.72 0.184
H 1.06 -0.18 -4.97 0.450
H 2.56 0.77 -3.91 0.438
H 3.26 0.05 -2.55 0.439
H 1.87 -3.07 -3.24 0.403
H 3.00 -2.30 -2.25 0.440
O 2.46 -1.43 0.40 -1.064
S 1.42 -0.40 0.35 2.570
O 0.82 -0.10 1.66 -1.023
O 1.98 0.89 -0.13 -1.010
O 0.34 -0.78 -0.59 -1.016
S 2.22 0.67 4.37 -0.331
C 2.07 -0.91 3.89 0.346
N 1.07 -1.74 4.25 -0.610
C 1.20 -3.01 3.55 -0.232
C 2.66 -3.00 3.09 -0.235
N 3.09 -1.62 3.32 -0.615
H 0.12 -1.38 4.30 0.443
H 0.50 -3.05 2.71 0.224
H 0.98 -3.83 4.23 0.186
H 2.77 -3.25 2.04 0.225
H 3.29 -3.66 3.70 0.174
H 3.57 -1.17 2.56 0.429